Formula: C41H43F6N11O4Pb
Source: the Open Molecules 2025 dataset
Level of theory: wB97M-V/def2-TZVPD

Last column: Löwdin charge in e.
CARTESIAN COORDINATES (ANGSTROEM)
Pb1 0.3194 -1.1902 0.5108  1.44
O1 3.0345 2.6629 1.9223  0.05
C1 4.0106 1.9737 2.5513  -0.27
C2 5.2047 2.6365 2.8263  -0.02
C3 6.2395 1.9692 3.4517  -0.08
C4 6.1038 0.6323 3.8205  -0.09
C5 4.9170 -0.0238 3.5630  -0.03
C6 3.8539 0.6297 2.9329  -0.10
C7 2.5939 -0.0949 2.6348  -0.45
O2 1.7373 0.4579 1.8487  -0.21
N1 2.4471 -1.2772 3.2086  0.05
N2 1.3124 -1.8900 2.8073  -0.09
C8 0.8932 -2.8359 3.5582  -0.09
C9 -0.3728 -3.5418 3.3333  -0.30
C10 -0.6434 -4.7115 4.0441  -0.02
C11 -1.8481 -5.3587 3.8454  -0.06
C12 -2.7603 -4.8193 2.9504  -0.06
C13 -2.4088 -3.6537 2.2878  -0.14
N3 -1.2527 -3.0278 2.4689  0.07
H1 2.2977 2.0199 1.8054  0.05
H2 5.2980 3.6746 2.5330  0.12
H3 7.1659 2.4946 3.6520  0.10
H4 6.9218 0.1121 4.3027  0.10
H5 4.7814 -1.0618 3.8351  0.11
H6 1.4757 -3.1110 4.4367  0.13
H7 0.0941 -5.1031 4.7343  0.12
H8 -2.0747 -6.2738 4.3769  0.11
H9 -3.7212 -5.2863 2.7782  0.10
H10 -3.0904 -3.1918 1.5785  0.10
N4 -0.2797 -0.8453 -2.4805  -0.02
C14 -0.1215 0.5338 -2.9544  -0.26
C15 1.0069 1.2238 -2.2045  -0.25
N5 0.8102 1.1318 -0.7583  -0.05
H11 0.6215 -1.3235 -2.4475  0.04
H12 -0.8954 -1.3748 -3.0853  0.06
H13 -1.0568 1.0786 -2.7795  0.10
H14 0.0968 0.6003 -4.0249  0.11
H15 1.0881 2.2582 -2.5542  0.11
H16 1.9378 0.7181 -2.4599  0.09
H17 -0.0449 1.5979 -0.4612  0.03
H18 1.5886 1.5297 -0.2459  0.06
N6 2.6493 -7.7670 0.9309  0.17
C16 2.0146 -6.9799 0.3836  -0.18
C17 1.1897 -6.0126 -0.2864  -0.21
C18 0.7911 -6.1965 -1.6056  0.00
C19 -0.0363 -5.2509 -2.1812  -0.03
C20 -0.4295 -4.1602 -1.4239  -0.14
N7 -0.0203 -3.9615 -0.1697  0.03
C21 0.7748 -4.8671 0.3839  -0.09
H19 1.1343 -7.0607 -2.1588  0.13
H20 -0.3671 -5.3557 -3.2061  0.11
H21 -1.1003 -3.4051 -1.8231  0.07
H22 1.1133 -4.6776 1.3971  0.12
C22 -0.1466 5.6902 -1.8990  -0.07
C23 -1.6697 5.6479 -1.9683  -0.20
N8 -2.3271 6.3145 -0.8479  -0.05
C24 -2.2691 7.7773 -0.8071  -0.20
C25 -1.3102 8.3037 0.2560  -0.07
C26 -3.0897 5.7081 0.1004  -0.42
O3 -3.7316 6.3408 0.9259  0.07
C27 -3.1266 4.2056 0.1303  -0.12
C28 -4.3401 3.5411 0.0433  0.01
C29 -4.3578 2.1585 0.1187  -0.05
C30 -3.1557 1.4882 0.2777  -0.14
N9 -1.9839 2.1162 0.3865  0.07
C31 -1.9812 3.4460 0.3294  -0.08
H23 0.2771 5.1182 -2.7273  0.07
H24 0.2183 5.2640 -0.9628  0.07
H25 0.2243 6.7135 -1.9755  0.07
H26 -2.0124 4.6186 -2.0215  0.11
H27 -1.9998 6.1387 -2.8874  0.12
H28 -3.2707 8.1493 -0.5987  0.12
H29 -1.9741 8.1192 -1.7995  0.12
H30 -1.6337 7.9628 1.2391  0.07
H31 -1.3095 9.3949 0.2532  0.08
H32 -0.2917 7.9548 0.0811  0.06
H33 -5.2551 4.1067 -0.0837  0.13
H34 -5.2896 1.6118 0.0530  0.10
H35 -3.1175 0.4039 0.3257  0.10
H36 -1.0136 3.9260 0.4513  0.12
N10 -5.5275 1.6638 -3.1847  0.18
C32 -5.2813 0.6152 -2.7823  -0.19
C33 -4.9448 -0.6893 -2.2803  -0.21
C34 -5.9095 -1.6642 -2.0505  -0.01
C35 -5.5038 -2.8906 -1.5571  -0.04
C36 -4.1533 -3.0976 -1.3151  -0.13
N11 -3.2220 -2.1676 -1.5323  0.08
C37 -3.6111 -0.9911 -2.0042  -0.10
H37 -6.9523 -1.4602 -2.2560  0.13
H38 -6.2221 -3.6744 -1.3587  0.11
H39 -3.7950 -4.0472 -0.9305  0.11
H40 -2.8354 -0.2466 -2.1606  0.10
C38 3.9847 -0.6428 -0.5581  0.04
C39 3.3185 -1.9455 -1.0086  -0.46
O4 1.9620 -2.0036 -0.8714  -0.35
C40 3.9760 -3.1045 -0.2114  -0.54
F1 5.3155 -3.0130 -0.1418  0.15
F2 3.6872 -4.3151 -0.7265  0.15
F3 3.5111 -3.0923 1.0517  0.14
C41 3.6236 -2.1499 -2.5205  -0.55
F4 2.9333 -3.1696 -3.0527  0.15
F5 3.2595 -1.0430 -3.2148  0.12
F6 4.9244 -2.3625 -2.7817  0.16
H41 3.8514 -0.5307 0.5147  0.08
H42 3.5032 0.1931 -1.0613  0.08
H43 5.0500 -0.6359 -0.7823  0.10

Computed properties:
Energy relative to the best compared isomer or geometry (same formula, charge and spin)   28.5 kJ/mol
HOMO-LUMO gap   7.18 eV
Calculated total energy   -3283.5808 a.u.
Highest occupied orbital energy   -7.80 eV
Strongest force on any atom   0.0117 hartree/bohr


Formula: C41H43N8O2SSn
Source: the Open Molecules 2025 dataset
Level of theory: wB97M-V/def2-TZVPD

Last column: Löwdin charge in e.
CARTESIAN COORDINATES (ANGSTROEM)
Sn1 -0.0643 0.2647 -0.1540  1.18
C1 -3.1169 1.5165 3.2669  -0.01
O1 -1.8059 2.1358 3.4610  0.08
C2 -1.0603 1.7523 2.4555  -0.34
N1 -1.5768 1.0356 1.5268  0.04
C3 -3.0230 0.8754 1.8635  -0.21
C4 -3.5737 -0.5314 1.8180  -0.18
C5 -4.8223 -0.7489 2.3986  -0.02
C6 -5.4232 -1.9966 2.3433  -0.04
C7 -4.7811 -3.0486 1.7044  -0.05
C8 -3.5393 -2.8401 1.1262  -0.07
C9 -2.9403 -1.5880 1.1794  -0.08
C10 0.3389 2.2168 2.4253  -0.18
C11 0.8225 3.1379 3.3382  0.06
C12 2.1272 3.5838 3.1825  0.03
C13 2.8860 3.0828 2.1377  0.06
C14 2.3226 2.1364 1.2911  -0.20
N2 1.0671 1.7126 1.4269  0.04
C15 3.1179 1.5513 0.1881  -0.38
N3 2.8131 0.5103 -0.4759  0.09
C16 3.8609 0.3651 -1.5070  -0.20
C17 4.9058 1.4403 -1.1292  -0.03
O2 4.2268 2.2198 -0.1140  0.05
C18 4.4484 -1.0263 -1.5458  -0.12
C19 5.7388 -1.2436 -2.0418  0.01
C20 6.3052 -2.5051 -2.0813  -0.01
C21 5.6093 -3.6112 -1.6096  -0.01
C22 4.3226 -3.4619 -1.1148  0.00
C23 3.8218 -2.1768 -1.1099  -0.03
H1 -3.8582 2.3047 3.3527  0.15
H2 -3.2480 0.7840 4.0601  0.14
H3 -3.5761 1.4812 1.1431  0.13
H4 -5.3474 0.0607 2.8942  0.13
H5 -6.3923 -2.1459 2.7995  0.12
H6 -5.2462 -4.0242 1.6638  0.12
H7 -3.0341 -3.6613 0.6333  0.10
H8 -1.9643 -1.4585 0.7286  0.02
H9 0.1837 3.4980 4.1324  0.14
H10 2.5439 4.3148 3.8625  0.14
H11 3.9056 3.4031 1.9796  0.14
H12 3.4039 0.5882 -2.4766  0.16
H13 5.1817 2.1038 -1.9429  0.15
H14 5.7975 1.0216 -0.6655  0.14
H15 6.3107 -0.3985 -2.4062  0.14
H16 7.3031 -2.6260 -2.4800  0.13
H17 6.0548 -4.5962 -1.6358  0.13
H18 3.7575 -4.3095 -0.7589  0.14
H19 2.7241 -1.6277 -0.6851  0.12
C24 0.6119 -1.5574 3.0444  -0.08
N4 1.8173 -1.2977 2.2607  -0.26
C25 2.7920 -0.5794 3.0798  -0.07
C26 2.3864 -2.5619 1.7846  -0.13
C27 1.6742 -3.0310 0.5432  -0.18
C28 0.6289 -3.9508 0.5568  0.01
C29 -0.0315 -4.3121 -0.6143  -0.02
C30 0.3078 -3.7541 -1.8417  -0.03
C31 1.3568 -2.8459 -1.9125  -0.02
C32 1.9628 -2.5262 -0.7142  -0.17
H20 0.8280 -2.1285 3.9578  0.11
H21 -0.1160 -2.1171 2.4560  0.07
H22 0.1510 -0.6130 3.3398  0.08
H23 3.1017 -1.1526 3.9634  0.11
H24 2.3532 0.3574 3.4293  0.08
H25 3.6789 -0.3495 2.4873  0.09
H26 2.3343 -3.3468 2.5516  0.15
H27 3.4433 -2.4104 1.5599  0.13
H28 0.3425 -4.4007 1.5004  0.14
H29 -0.8113 -5.0616 -0.5701  0.13
H30 -0.2007 -4.0628 -2.7452  0.13
H31 1.7001 -2.4324 -2.8502  0.14
C33 -1.9961 5.3490 -2.0586  -0.03
N5 -1.0166 4.3457 -1.6540  -0.03
C34 -0.6725 3.2857 -2.3838  -0.76
S1 0.6201 2.2640 -1.8191  0.63
N6 -1.2834 3.0846 -3.5381  0.01
C35 -1.0757 1.9772 -4.4689  -0.04
H32 -2.0203 6.1296 -1.3050  0.10
H33 -2.9929 4.9111 -2.1367  0.09
H34 -1.7198 5.8108 -3.0088  0.11
H35 -0.4391 4.5225 -0.8491  0.13
H36 -1.9401 3.7911 -3.8405  0.14
H37 -0.4261 1.2425 -4.0068  0.05
H38 -0.6166 2.3463 -5.3839  0.10
H39 -2.0368 1.5236 -4.7037  0.10
N7 -7.4934 -0.0472 -2.6584  0.23
C36 -6.3812 0.0863 -2.4089  -0.14
C37 -4.9902 0.2479 -2.0872  -0.18
C38 -4.5171 1.4640 -1.5979  0.02
C39 -3.1796 1.5609 -1.2694  -0.16
N8 -2.3149 0.5493 -1.4057  -0.05
C40 -2.7779 -0.6038 -1.8963  -0.14
C41 -4.0994 -0.8055 -2.2503  0.03
H40 -5.1825 2.3066 -1.4705  0.14
H41 -2.7794 2.4890 -0.8728  0.11
H42 -2.0573 -1.4079 -2.0078  0.11
H43 -4.4304 -1.7603 -2.6334  0.14

Computed properties:
Energy relative to the best compared isomer or geometry (same formula, charge and spin)   123.0 kJ/mol
HOMO-LUMO gap   7.76 eV
Calculated total energy   -2788.2745 a.u.
Net charge   +3
Highest occupied orbital energy   -16.00 eV
Strongest force on any atom   0.0183 hartree/bohr